No. 1
# C9H17NOS

The molecule C9H17NOS (ωB97M-V with the def2-TZVPD basis set, the Open Molecules 2025 dataset).

Structure (XYZ):
```
29
C9H17NOS | the Open Molecules 2025 dataset | ωB97M-V with the def2-TZVPD basis set
C 1.20123 -0.00652 3.00949
C 1.55333 -0.84851 2.05486
C 0.61895 -1.78477 1.38000
S 0.44945 -1.44583 -0.41745
C -0.31797 0.23457 -0.49587
C -1.57590 0.31173 0.37810
C -2.65436 -0.70925 0.03845
C -0.67679 0.49189 -1.97091
C 0.50213 0.52152 -2.93642
C 0.66916 1.30847 -0.02173
N 1.96368 1.06977 -0.30597
O 0.29461 2.32175 0.52656
H 1.90975 0.65972 3.46925
H 0.18995 0.05120 3.37723
H 2.57670 -0.88786 1.70496
H -0.37260 -1.77548 1.82912
H 1.01111 -2.80342 1.39014
H -1.97459 1.32335 0.27871
H -1.27696 0.20055 1.42174
H -2.23496 -1.71120 -0.03028
H -3.13731 -0.47499 -0.90643
H -3.41673 -0.70839 0.81413
H -1.20459 1.44763 -2.01668
H -1.36250 -0.29412 -2.29056
H 1.17352 1.34750 -2.71671
H 1.05744 -0.41276 -2.89124
H 0.13112 0.64632 -3.95123
H 2.65747 1.73667 -0.01411
H 2.24569 0.19045 -0.70716
```

* HOMO-LUMO gap: 9.5 eV
* total energy: -881.3176 a.u.
* LUMO: 0.0250 Ha
* ΔE to the lowest compared entry with this formula, charge and spin: 0.00 kcal/mol
* SMILES string: C=CCSC(CC)(CC)C(N)=O

No. 2
# C9H18AlI2N3OP2

C9H18AlI2N3OP2 as an isolated structure at a distorted geometry (ωB97M-V with the def2-TZVPD basis set, the Open Molecules 2025 dataset).

Structure (XYZ):
```
36
C9H18AlI2N3OP2 | the Open Molecules 2025 dataset | ωB97M-V with the def2-TZVPD basis set
I 0.76700 2.07693 1.60736
I -0.78663 -2.24642 -1.34585
Al 0.00000 0.00000 0.00000
P -2.25445 0.76940 0.06247
C -3.21420 0.15630 1.48980
C -2.42977 2.58341 0.12454
H -3.47326 2.85382 -0.06696
H -4.18765 0.88877 -1.38531
H -1.78175 3.01493 -0.64256
H -2.67270 0.57409 -2.29325
H -2.72439 0.47791 2.41325
H -2.11416 2.95655 1.09991
C -3.24951 0.32407 -1.39926
H -4.23800 0.54223 1.46687
H -3.45226 -0.74789 -1.40209
H -3.23660 -0.93678 1.46240
P 2.28785 -0.50895 -0.43058
C 3.05563 -1.60462 0.81214
C 2.59748 -1.32342 -2.03237
H 2.90778 1.69723 -1.14676
H 4.34973 0.65255 -0.92607
H 3.51281 1.36989 0.48963
C 3.38190 0.94785 -0.50786
H 2.07556 -0.75808 -2.80877
H 3.67399 -1.33334 -2.23250
H 4.10359 -1.80130 0.56534
H 2.50618 -2.54959 0.84531
H 2.20516 -2.34118 -2.01777
H 2.99630 -1.12511 1.79338
C -0.11636 -1.01182 1.54461
O -0.18901 -1.64382 2.50807
N -1.59379 -1.15166 0.51102
C -2.01390 -2.33566 0.91651
N -2.40102 -3.58208 1.38383
C -2.18032 -3.88316 2.71949
N -1.98178 -4.13259 3.83255
```

* total charge: +2
* HOMO-LUMO gap: 4.2 eV
* total energy: -2112.9555 a.u.
* LUMO: -0.4054 Ha

No. 3
# C9H18BrNOZr

C9H18BrNOZr as an isolated structure at a distorted geometry (ωB97M-V with the def2-TZVPD basis set, the Open Molecules 2025 dataset).

Structure (XYZ):
```
31
C9H18BrNOZr | the Open Molecules 2025 dataset | ωB97M-V with the def2-TZVPD basis set
Zr -2.33701 2.63894 2.24189
C 0.12785 2.20050 -1.51728
C -0.13236 0.75434 -0.96084
C 1.04421 -0.08807 -1.60018
C 1.20223 -1.52362 -1.07212
C 1.46727 -1.33366 0.42445
C 0.34334 -0.62088 1.20026
N 0.07971 0.68432 0.51464
O -0.77320 1.47290 1.19941
C 0.94505 -0.35402 2.60260
C -0.86086 -1.62332 1.29736
C -1.47234 0.23140 -1.50637
H -0.23133 3.03238 -0.90865
H -0.26665 2.38472 -2.51568
H 1.19713 2.38513 -1.62114
H 1.92737 0.54618 -1.66884
H 0.82262 -0.17529 -2.66763
H 2.08103 -1.99195 -1.51190
H 0.33128 -2.15608 -1.23734
H 2.43947 -0.83973 0.47701
H 1.66801 -2.32089 0.84510
H 1.04709 -1.26497 3.19181
H 0.22344 0.10214 3.29240
H 1.80905 0.30554 2.57048
H -1.75119 -0.99887 1.38797
H -0.74363 -2.39282 2.05437
H -0.90166 -2.08621 0.31369
H -2.33462 0.78332 -1.13270
H -1.70362 -0.79975 -1.23022
H -1.47818 0.17848 -2.59340
Br -3.76952 2.86986 0.13086
```

* total charge: +2
* HOMO-LUMO gap: 5.6 eV
* total energy: -3103.9796 a.u.
* LUMO: -0.3917 Ha
* ΔE to the lowest compared entry with this formula, charge and spin: 30.64 kcal/mol

No. 4
# C9H18Cl18

A 9-piece molecular cluster, C9H18Cl18 overall at a distorted geometry (ωB97M-V with the def2-TZVPD basis set, the Open Molecules 2025 dataset).

Structure (XYZ):
```
45
C9H18Cl18 | the Open Molecules 2025 dataset | ωB97M-V with the def2-TZVPD basis set
Cl -2.91836 2.97879 2.16987
C -3.60561 1.34438 2.56086
Cl -4.74112 0.71973 1.34757
H -2.83977 0.60289 2.78847
H -4.20181 1.39163 3.47212
Cl -3.91332 1.77245 -3.47603
C -3.67658 1.92690 -1.69052
Cl -2.40123 3.08556 -1.25531
H -4.63400 2.17302 -1.23132
H -3.36740 0.93745 -1.35361
Cl 0.25231 -3.51524 1.23352
C 0.45458 -5.14916 0.61981
Cl -0.75004 -6.25061 1.22523
H 0.33311 -5.08508 -0.46151
H 1.45837 -5.42526 0.94274
Cl 0.51284 3.79241 0.52345
C -0.49178 5.23644 0.85484
Cl 0.28186 6.72420 0.30248
H -1.50027 5.08910 0.46840
H -0.58672 5.38547 1.93043
Cl -0.57510 -0.83587 -3.92844
C 0.83337 -0.08396 -3.14333
Cl 1.80643 -1.28076 -2.19944
H 1.52154 0.20288 -3.93848
H 0.51756 0.72599 -2.48581
Cl -4.01726 -2.17426 -1.42115
C -2.79264 -3.16914 -0.66966
Cl -2.18342 -4.38948 -1.79202
H -1.95746 -2.50414 -0.44974
H -3.16512 -3.57961 0.26888
Cl 3.55931 -1.06536 1.48387
C 4.84733 -2.16955 1.06206
Cl 4.11892 -3.72794 0.52882
H 5.43563 -1.81214 0.21692
H 5.46981 -2.30004 1.94726
Cl -1.16264 -0.00420 0.00038
C 0.37654 0.11624 0.93563
Cl 0.03857 0.68050 2.61486
H 0.77265 -0.89458 1.03275
H 0.97599 0.86134 0.41259
Cl 4.26836 2.84359 1.14738
C 4.55348 1.89537 -0.33872
Cl 3.04890 1.80667 -1.22461
H 5.33356 2.25982 -1.00712
H 4.71062 0.86359 -0.02437
```

* HOMO-LUMO gap: 10.8 eV
* total energy: -8637.1474 a.u.
* LUMO: 0.0074 Ha
* ΔE to the lowest compared entry with this formula, charge and spin: 9.93 kcal/mol
* SMILES string: ClCCl.ClCCl.ClCCl.ClCCl.ClCCl.ClCCl.ClCCl.ClCCl.ClCCl

No. 5
# C9H18Cl4NO2

A 3-piece molecular cluster, C9H18Cl4NO2 overall at a distorted geometry (ωB97M-V with the def2-TZVPD basis set, the Open Molecules 2025 dataset).

Structure (XYZ):
```
34
C9H18Cl4NO2 | the Open Molecules 2025 dataset | ωB97M-V with the def2-TZVPD basis set
O 2.43853 0.87120 -3.28496
O 1.15804 1.12144 -3.20123
C 0.85901 1.88539 -1.94844
C -0.77041 1.71388 -1.61498
C -1.57092 2.28436 -2.93361
C -2.85565 1.24071 -2.87679
C -2.03158 -0.17094 -2.52200
N -0.91772 0.19355 -1.80716
H 2.54967 -0.09692 -3.01321
H 1.45800 1.34424 -1.09961
H 1.07454 3.03131 -2.05295
H -1.03052 2.16004 -0.55443
H -1.83923 3.42299 -2.95842
H -1.13408 2.09892 -4.00826
H -3.53823 1.14452 -3.84062
H -3.45890 1.37749 -1.85594
H -2.38944 -1.23576 -2.85201
H -0.18946 -0.46436 -1.43072
Cl 2.10368 -1.82839 -1.23643
C 1.79491 -1.45742 0.47816
C 1.63696 -2.71475 1.31814
Cl 0.13810 -3.59679 0.93324
H 0.90586 -0.82154 0.53321
H 2.65082 -0.87683 0.83520
H 1.58459 -2.44956 2.37829
H 2.47924 -3.40037 1.18016
Cl 1.84141 -1.07652 4.12920
C 0.36271 -0.10964 4.35582
C -0.71287 -0.87399 5.11100
Cl -1.38319 -2.21655 4.15133
H 0.01231 0.21107 3.36985
H 0.65129 0.78189 4.92066
H -1.54702 -0.20659 5.34709
H -0.33047 -1.28608 6.05041
```

* total charge: +1
* HOMO-LUMO gap: 8.3 eV
* total energy: -2399.2734 a.u.
* LUMO: -0.1701 Ha

No. 6
# C9H18ClF3NO3P

A 2-piece molecular cluster, C9H18ClF3NO3P overall at a distorted geometry (ωB97M-V with the def2-TZVPD basis set, the Open Molecules 2025 dataset).

Structure (XYZ):
```
36
C9H18ClF3NO3P | the Open Molecules 2025 dataset | ωB97M-V with the def2-TZVPD basis set
O 2.96169 2.88703 0.50374
P 2.24166 2.68519 -0.95552
Cl 3.17151 0.93177 -1.62113
C 0.65082 1.96067 -0.31481
C 0.93902 0.82405 0.70890
C -0.00920 -0.37429 0.66518
N -0.53854 -0.69923 -0.67923
C -1.16916 0.45306 -1.38970
C -2.45391 0.88485 -0.64856
O -2.43896 2.30192 -0.48455
C -3.46718 2.80796 0.23992
F -4.66137 2.35622 -0.18282
F -3.36173 2.48576 1.54176
F -3.44161 4.12317 0.12451
C -0.12355 1.54370 -1.58710
H 3.91251 2.71904 0.44215
H 0.16967 2.79782 0.20040
H 0.85950 1.24287 1.71416
H 1.96401 0.47396 0.59350
H -0.83291 -0.26233 1.37162
H 0.50079 -1.29403 0.96467
H 0.18140 -1.15285 -1.24815
H -1.24168 -1.43233 -0.53010
H -1.45404 0.09381 -2.38324
H -3.31857 0.60907 -1.25978
H -2.56445 0.37348 0.31206
H -0.58764 2.42989 -2.02511
H 0.58964 1.17749 -2.33627
C 1.88726 -4.85489 1.08668
C 1.48448 -3.37526 0.98362
O 0.21238 -3.13476 1.38468
H 1.23246 -5.47038 0.46617
H 2.92212 -5.01642 0.75562
H 1.80494 -5.19321 2.12092
H 1.70858 -3.08877 -0.09117
H 2.27004 -2.81405 1.55698
```

* HOMO-LUMO gap: 6.0 eV
* total energy: -1735.2984 a.u.
* LUMO: -0.0065 Ha

No. 7
# C9H18ClN2O2

An isolated ion of composition C9H18ClN2O2 and charge +1 at a distorted geometry (ωB97M-V with the def2-TZVPD basis set, the Open Molecules 2025 dataset).

Structure (XYZ):
```
32
C9H18ClN2O2 | the Open Molecules 2025 dataset | ωB97M-V with the def2-TZVPD basis set
C 0.32418 0.97590 1.90371
C -0.10410 -0.45674 1.63281
C 0.92002 -1.40565 2.15642
C -1.47833 -0.78531 2.22114
N -0.32504 -0.60753 0.10782
C 0.47056 -0.00887 -0.99630
C 0.40013 -0.85819 -2.30242
C 2.05442 -0.03802 -0.82271
C 0.22705 1.43890 -1.40901
C -0.84396 2.03232 -1.97712
Cl -0.81493 3.62008 -2.49508
N -2.15162 1.31803 -2.08003
O -2.93645 1.57657 -2.91350
O -2.23339 0.44689 -1.22591
H 0.17132 1.13834 2.90038
H -0.25999 1.73431 1.50890
H 1.33200 1.14155 1.88362
H 0.85254 -1.50342 3.23435
H 1.92346 -1.19558 1.70106
H 0.63536 -2.56237 1.94403
H -1.89017 -1.52186 1.65448
H -2.22365 -0.08354 2.22122
H -1.47269 -1.02913 3.29460
H -0.26474 -1.54805 -0.26634
H -1.21967 -0.29212 -0.28342
H 0.80802 -0.46875 -3.13581
H -0.65326 -1.08991 -2.43470
H 0.79973 -1.83357 -2.18937
H 2.33021 0.61204 0.05580
H 2.47478 0.18647 -1.88528
H 2.20356 -1.14546 -0.55912
H 0.94467 2.21265 -1.44422
```

* total charge: +1
* HOMO-LUMO gap: 9.4 eV
* total energy: -1073.4611 a.u.
* LUMO: -0.1620 Ha
* ΔE to the lowest compared entry with this formula, charge and spin: 124.56 kcal/mol
* SMILES string: CC(C)(C)[NH2+]C(C)(C)/C=C(/Cl)[N+](=O)[O-]

Please write out number 5 again, unchanged.
# C9H18Cl4NO2

A 3-piece molecular cluster, C9H18Cl4NO2 overall at a distorted geometry (ωB97M-V with the def2-TZVPD basis set, the Open Molecules 2025 dataset).

Structure (XYZ):
```
34
C9H18Cl4NO2 | the Open Molecules 2025 dataset | ωB97M-V with the def2-TZVPD basis set
O 2.43853 0.87120 -3.28496
O 1.15804 1.12144 -3.20123
C 0.85901 1.88539 -1.94844
C -0.77041 1.71388 -1.61498
C -1.57092 2.28436 -2.93361
C -2.85565 1.24071 -2.87679
C -2.03158 -0.17094 -2.52200
N -0.91772 0.19355 -1.80716
H 2.54967 -0.09692 -3.01321
H 1.45800 1.34424 -1.09961
H 1.07454 3.03131 -2.05295
H -1.03052 2.16004 -0.55443
H -1.83923 3.42299 -2.95842
H -1.13408 2.09892 -4.00826
H -3.53823 1.14452 -3.84062
H -3.45890 1.37749 -1.85594
H -2.38944 -1.23576 -2.85201
H -0.18946 -0.46436 -1.43072
Cl 2.10368 -1.82839 -1.23643
C 1.79491 -1.45742 0.47816
C 1.63696 -2.71475 1.31814
Cl 0.13810 -3.59679 0.93324
H 0.90586 -0.82154 0.53321
H 2.65082 -0.87683 0.83520
H 1.58459 -2.44956 2.37829
H 2.47924 -3.40037 1.18016
Cl 1.84141 -1.07652 4.12920
C 0.36271 -0.10964 4.35582
C -0.71287 -0.87399 5.11100
Cl -1.38319 -2.21655 4.15133
H 0.01231 0.21107 3.36985
H 0.65129 0.78189 4.92066
H -1.54702 -0.20659 5.34709
H -0.33047 -1.28608 6.05041
```

* total charge: +1
* HOMO-LUMO gap: 8.3 eV
* total energy: -2399.2734 a.u.
* LUMO: -0.1701 Ha